Record 1
Formula: C4H9N3
Source: the Open Molecules 2025 dataset
Level of theory: ωB97M-V/def2-TZVPD

The charge is 0. The calculation puts the HOMO energy at -8.04 eV. As for the spin multiplicity: 1. The SMILES is C=CN/C(N)=N/C. Its frontier orbital gap is 8.86 eV.

XYZ file:
```
16
Properties=species:S:1:pos:R:3:forces:R:3
C 0.714464 -1.906731 -0.816855 0.4 0.0 0.5
N 0.117200 -0.698322 -0.317070 1.4 -0.5 -0.4
C 0.787940 0.254530 0.237941 -0.8 -1.9 0.7
N 2.002297 0.185410 0.865159 0.1 0.3 -0.5
C -1.274270 0.918306 -0.388459 0.5 3.0 -0.1
C -2.485434 1.101712 0.140076 0.6 0.5 0.6
N 0.020547 1.379024 0.264037 -1.9 -0.5 -0.5
H 2.430066 -0.721725 0.950556 -0.1 0.1 0.1
H 2.225054 0.883389 1.555228 0.1 -0.1 -0.1
H -0.023959 1.928339 1.112968 -0.3 -0.1 -0.1
H -1.143920 0.817749 -1.465533 -0.1 0.1 0.4
H -0.038960 -2.427077 -1.404508 0.1 -0.2 0.0
H 1.049672 -2.556920 0.005709 -0.1 -0.2 -0.1
H 1.586003 -1.723098 -1.459283 -0.1 0.0 0.0
H -3.338691 1.297223 -0.486748 -0.2 -0.7 -0.2
H -2.628009 1.268191 1.206778 0.1 0.0 -0.1
```
Forces are in eV/Å.

=====

Record 2
Formula: CH4FNO2
Source: the Open Molecules 2025 dataset
Level of theory: ωB97M-V/def2-TZVPD

The charge is 0. The calculation puts the HOMO energy at -9.86 eV. As for the spin multiplicity: 1. The SMILES is O/C=N/F.O. Its frontier orbital gap is 10.52 eV.

XYZ file:
```
9
Properties=species:S:1:pos:R:3:forces:R:3
C 0.401953 -1.102050 -0.192547 -3.6 -7.5 -0.8
N -0.834387 -0.794798 -0.247409 -0.1 2.8 0.1
O 1.287850 -0.316140 0.095076 3.4 5.2 1.4
O 0.039903 1.899412 0.091320 3.6 2.3 1.3
F -1.772822 -1.738787 -0.544825 0.4 -1.2 -0.2
H 0.764995 -2.179784 -0.229595 -0.7 1.0 -0.4
H -0.690574 1.439258 -0.182080 -3.6 -1.9 -0.8
H 0.832709 0.621247 0.193211 1.1 -0.6 -0.3
H -0.029627 2.171641 1.016849 -0.5 -0.1 -0.3
```
Forces are in eV/Å.

=====

Record 3
Formula: C18H27AsN3O9P2Pd
Source: the Open Molecules 2025 dataset
Level of theory: ωB97M-V/def2-TZVPD

The expectation value of S² is 2.005. The charge is +1. The calculation puts the HOMO energy (alpha / beta) at -11.37 / -11.58 eV. As for the spin multiplicity: 3. Its frontier orbital gap (alpha / beta) is 7.93 / 8.17 eV.

XYZ file:
```
61
Properties=species:S:1:pos:R:3:forces:R:3
Pd 0.390218 -0.333677 0.056894 -0.4 0.3 0.1
N 2.433415 -0.580576 3.981826 0.1 0.0 0.0
C 1.011304 -0.287771 3.535150 0.0 0.0 0.3
C 0.165150 0.131872 4.726785 0.0 0.0 0.0
P 0.476975 -1.884087 2.725051 -0.2 0.2 -0.1
O -0.093763 -2.749962 3.953391 0.0 0.0 0.0
O -0.660227 -1.540236 1.787818 0.6 -0.2 -0.1
O 1.737428 -2.501640 2.244402 0.0 0.0 0.0
P 1.175221 1.049084 2.273822 -0.2 -0.2 0.0
O 1.847384 2.144434 3.233426 0.1 0.1 0.1
O -0.158994 1.434382 1.730023 0.0 0.0 0.0
O 2.165912 0.514424 1.271822 0.0 0.0 -0.1
H 2.443440 -1.212166 4.784209 0.0 0.0 0.0
H 2.935341 0.277602 4.219848 0.0 0.0 0.0
H 2.882094 -1.068049 3.188304 0.0 0.0 0.0
H 0.116162 -0.656713 5.478841 0.0 0.0 0.0
H -0.845881 0.337220 4.374165 0.0 0.0 0.0
H 0.545577 1.044592 5.185980 0.0 0.0 0.0
H -1.044846 -2.652047 4.080965 0.0 0.0 0.0
H 1.833381 3.051716 2.904660 0.0 0.0 0.0
O -2.467815 6.579325 -1.367751 0.1 0.1 0.1
C -1.507096 6.190699 -2.229933 -0.3 -0.2 -0.3
O -1.183141 6.895417 -3.140202 0.1 0.1 0.1
C -0.937079 4.815238 -2.033873 0.1 0.0 0.1
C -1.606583 3.803231 -1.352020 0.0 0.0 0.0
C -1.033970 2.550482 -1.216595 0.1 0.1 -0.1
C 0.210692 2.309126 -1.789034 -0.1 0.2 0.0
C 0.898700 3.319687 -2.457988 -0.1 0.0 0.0
C 0.314869 4.565172 -2.586964 0.0 0.0 0.0
N 0.753593 1.016293 -1.645506 0.2 -0.3 -0.1
C 1.395795 0.456257 -2.587404 -0.1 0.2 0.0
C 1.976836 -0.874744 -2.391399 0.1 -0.2 0.0
C 2.797880 -1.458991 -3.341622 -0.1 0.1 0.0
C 3.376752 -2.688227 -3.055772 0.0 0.0 0.0
C 3.121170 -3.281488 -1.833523 0.0 0.0 0.0
C 2.277489 -2.641373 -0.933752 -0.1 0.0 0.0
N 1.712897 -1.474642 -1.220561 0.1 -0.2 0.0
H -2.538457 5.966702 -0.627646 0.0 0.0 0.0
H -2.595495 3.968002 -0.941230 0.0 0.0 0.0
H -1.539153 1.755116 -0.687228 0.0 0.0 0.0
H 1.891503 3.140297 -2.849436 0.0 0.0 0.0
H 0.818510 5.366156 -3.110302 0.0 0.0 0.0
H 1.542945 0.939674 -3.552428 0.0 0.0 0.0
H 2.984054 -0.954019 -4.279705 0.0 0.0 0.0
H 4.027187 -3.165196 -3.776024 0.0 0.0 0.0
H 3.564313 -4.229132 -1.562952 0.0 0.0 0.0
H 2.053317 -3.046190 0.047611 0.0 0.0 0.0
C -3.493870 -2.403960 -2.312500 0.0 0.0 0.1
As -2.439741 -2.089792 -0.735448 -0.2 -0.1 0.1
C -1.673505 -3.777824 -0.207218 0.0 0.1 0.0
C -3.622146 -1.462878 0.646036 0.0 -0.1 -0.1
O -1.303654 -0.937932 -1.141944 0.1 0.1 -0.1
H -4.273285 -3.134901 -2.100331 0.0 0.0 0.0
H -2.845521 -2.778348 -3.102203 0.0 0.0 0.0
H -3.945097 -1.466471 -2.630460 0.0 0.0 0.0
H -2.224443 -4.596872 -0.667083 0.0 0.0 0.0
H -1.703774 -3.856681 0.875533 0.0 0.0 0.0
H -0.636275 -3.806995 -0.535559 0.0 0.1 0.0
H -4.365762 -2.224378 0.879390 0.0 0.0 0.0
H -4.125916 -0.562208 0.299955 0.0 0.0 0.0
H -3.012016 -1.242033 1.517688 0.0 0.0 0.0
```
Forces are in eV/Å.

=====

Record 4
Formula: C50H50N10O10
Source: the Open Molecules 2025 dataset
Level of theory: ωB97M-V/def2-TZVPD

The charge is 0. The calculation puts the HOMO energy at -8.19 eV. As for the spin multiplicity: 1. The SMILES is O=[N+]([O-])c1ccccc1.O=[N+]([O-])c1ccccc1.O=[N+]([O-])c1ccccc1.O=[N+]([O-])c1ccccc1.O=[N+]([O-])c1ccccc1.c1cc[nH]c1.c1cc[nH]c1.c1cc[nH]c1.c1cc[nH]c1.c1cc[nH]c1. Its frontier orbital gap is 7.34 eV.

XYZ file:
```
120
Properties=species:S:1:pos:R:3:forces:R:3
C -3.374184 3.193865 -3.165645 0.3 -0.5 0.5
C -4.234122 4.010270 -2.419231 0.7 1.1 -0.1
C -5.194486 3.478782 -1.572447 -0.4 0.9 1.2
C -5.305895 2.099241 -1.475774 0.2 -1.0 0.3
C -4.425250 1.216695 -2.152975 -0.1 1.0 -0.1
C -3.422692 1.789582 -2.960893 -0.2 0.0 -1.3
N -6.374977 1.482718 -0.574916 -0.1 0.2 -1.0
O -7.151012 2.229351 -0.006156 0.7 -0.4 -0.2
O -6.448281 0.258687 -0.570852 0.2 0.8 0.2
H -2.608345 3.622630 -3.848861 -0.7 -0.4 0.7
H -4.111615 5.129359 -2.382603 -0.1 -1.4 -0.4
H -5.735876 4.223974 -0.905829 0.3 -1.5 -1.0
H -4.551916 0.131041 -2.096167 0.0 0.5 0.2
H -2.758943 1.146707 -3.620635 -0.8 0.7 1.2
C 4.410892 4.525042 -1.404858 -0.2 0.6 -0.7
C 4.811352 3.283239 -1.858687 0.5 -0.4 -0.1
C 5.231995 3.097285 -3.189789 -1.2 1.1 1.3
C 5.113089 4.217920 -4.000592 0.2 -1.0 -0.9
C 4.761556 5.464334 -3.610366 -1.4 1.1 1.4
C 4.328811 5.591474 -2.289052 0.7 0.3 0.6
N 5.292062 3.961541 -5.436032 -0.6 1.1 0.4
O 6.096020 3.120548 -5.680064 1.4 -1.5 -1.2
O 4.622747 4.568605 -6.253904 0.1 0.1 0.3
H 4.153300 4.745644 -0.374892 -0.1 -0.5 0.0
H 4.765536 2.510765 -1.111075 0.3 -0.6 -0.2
H 5.521567 2.167532 -3.629543 0.1 -0.4 0.1
H 4.707463 6.313257 -4.269500 0.0 -0.1 -0.4
H 4.014824 6.520105 -1.818917 0.1 0.2 -0.7
C 2.236209 -2.263298 -5.566452 -0.1 -0.9 -2.0
C 1.674253 -2.653675 -4.373187 -0.4 -1.0 0.2
C 2.394311 -2.398779 -3.226141 0.3 0.8 2.0
C 3.576202 -1.650708 -3.277780 -0.3 -0.7 -0.1
C 4.108542 -1.306840 -4.490493 1.7 1.4 -0.4
C 3.464564 -1.652254 -5.666837 0.4 0.2 0.5
N 4.356392 -1.349362 -2.025193 -0.6 -0.2 -1.1
O 5.333630 -0.642788 -2.136846 0.1 0.2 0.1
O 3.978610 -1.846975 -0.987447 -0.1 0.1 0.2
H 1.779516 -2.598508 -6.501847 -0.1 0.3 0.3
H 0.769195 -3.307137 -4.407828 0.8 0.9 0.4
H 2.104314 -2.652879 -2.201635 -0.3 -0.3 -0.6
H 5.033677 -0.695424 -4.542911 -0.6 -0.7 0.2
H 3.998057 -1.498204 -6.602030 -0.5 0.2 0.1
C -1.165755 -0.781128 7.477188 -1.2 0.4 0.9
C -2.188094 -0.894921 6.531503 1.2 -0.4 0.0
C -1.953698 -1.498431 5.288283 -0.8 0.2 1.5
C -0.734268 -2.054657 5.103832 1.8 -1.4 -0.2
C 0.252392 -2.094906 6.136144 0.5 0.4 -1.3
C 0.081123 -1.406948 7.315762 -1.9 0.1 -1.2
N -0.401614 -2.745237 3.768265 -1.3 1.4 0.1
O -1.287585 -2.797447 2.893455 1.0 -0.1 1.3
O 0.739080 -3.074443 3.592107 0.3 -0.4 0.0
H -1.487990 -0.232616 8.382295 0.7 -0.5 -0.3
H -3.204382 -0.622001 6.765279 0.0 0.4 0.1
H -2.826041 -1.590287 4.692550 -0.1 -0.2 -1.2
H 1.254571 -2.498188 5.990794 -0.5 -0.3 -0.4
H 0.857478 -1.439253 8.031821 0.5 0.3 0.8
C -5.052411 -2.671289 -0.088464 -0.2 1.1 2.2
C -4.062227 -3.639572 -0.055797 -0.6 -0.2 0.2
C -3.654983 -4.102940 1.149628 -1.5 1.2 2.5
C -4.204744 -3.599809 2.355325 0.2 -0.4 -1.0
C -5.130130 -2.594813 2.365670 -0.4 1.0 -1.3
C -5.569147 -2.095292 1.112815 1.3 -1.2 -0.5
N -3.792531 -4.253991 3.608502 0.3 0.2 0.7
O -3.178477 -5.296234 3.511430 0.0 -0.1 -0.1
O -4.063482 -3.740051 4.690810 -0.2 0.1 -0.9
H -5.331679 -2.250813 -1.008148 -0.6 0.4 -1.1
H -3.692549 -4.149868 -0.916181 0.2 0.2 -0.7
H -2.994946 -4.861616 1.341942 1.7 -1.9 -0.3
H -5.465672 -2.103775 3.256452 -0.1 -0.2 0.5
H -6.228170 -1.236155 1.072243 0.0 -0.3 -0.1
N 0.122652 -4.064898 0.190010 -1.1 -0.3 0.7
C -0.091795 -4.862642 -0.934686 1.0 0.6 1.3
C 1.150178 -5.099783 -1.439741 0.2 -1.7 -2.3
C 2.159340 -4.463063 -0.673021 -1.7 -0.1 0.6
C 1.443252 -3.845017 0.360432 1.8 -1.1 -1.6
H -0.485201 -4.015078 1.016592 0.1 0.2 -0.8
H -1.033275 -5.298271 -1.171069 -0.5 0.1 -0.1
H 1.298610 -5.794215 -2.321248 0.0 1.1 1.1
H 3.208414 -4.590509 -0.876606 0.1 0.4 0.4
H 1.851971 -3.433072 1.234151 0.1 0.8 0.9
N -3.264970 1.266217 4.488477 -2.3 0.1 0.3
C -2.680996 0.991282 3.314805 -1.0 0.1 -1.9
C -3.737353 0.720623 2.378463 2.1 -0.6 0.5
C -4.923164 0.724547 3.138042 -2.4 0.1 -1.0
C -4.651093 1.120550 4.405424 1.2 0.2 0.7
H -2.836056 1.394140 5.367475 0.8 0.3 0.5
H -1.605447 1.132215 3.243475 -0.3 -0.3 -0.4
H -3.614413 0.435298 1.310963 -0.1 0.3 1.1
H -5.993524 0.540288 2.806942 1.7 0.3 0.2
H -5.305189 1.439299 5.209178 0.2 -0.4 -0.1
N 1.481474 1.530252 -2.601894 -0.6 -0.7 0.6
C 1.503319 2.920020 -2.664695 -0.8 -1.2 -0.9
C 1.468798 3.308601 -3.986588 1.0 -1.0 0.3
C 1.530736 2.067327 -4.745396 -0.1 -0.3 -0.3
C 1.517206 0.965186 -3.887359 0.0 3.0 0.2
H 0.970736 1.064048 -1.814742 1.1 0.6 -0.8
H 1.500043 3.456220 -1.744370 -0.1 0.4 0.3
H 1.629700 4.333558 -4.341237 -0.3 -0.7 0.0
H 1.588937 2.013572 -5.839205 0.1 0.0 0.6
H 1.700365 -0.077592 -4.064858 -0.4 0.0 0.0
N 4.896295 0.226009 1.298869 -0.1 0.7 0.2
C 3.621725 0.670339 1.510747 0.9 0.1 0.1
C 3.632509 1.564473 2.540562 0.9 0.0 0.8
C 4.989644 1.661202 3.023417 0.3 -0.5 -1.0
C 5.753569 0.863281 2.193862 -2.0 -0.5 -0.5
H 5.074257 -0.315967 0.456597 0.5 0.1 0.6
H 2.881112 0.276434 0.873220 -0.9 -0.1 -0.4
H 2.814590 2.058694 3.005348 -0.6 0.2 0.0
H 5.413623 2.211730 3.856803 -0.4 0.0 -0.2
H 6.759192 0.593084 2.165371 1.5 -0.1 0.2
N -0.498522 -0.419706 0.856498 0.1 -1.1 -0.4
C 0.383763 0.323776 1.622426 -1.7 0.3 -0.7
C 0.169720 1.656401 1.275595 0.7 0.2 0.0
C -0.833374 1.691063 0.221109 -0.1 -0.6 0.3
C -1.209754 0.369331 -0.015453 2.0 1.9 2.0
H -0.527411 -1.450468 0.865790 -0.1 1.0 0.0
H 0.891420 -0.182635 2.438298 0.3 0.4 -0.4
H 0.793042 2.468946 1.716183 -1.0 -0.6 -0.6
H -1.398668 2.507449 -0.276058 1.0 -0.4 0.6
H -1.965188 0.090833 -0.665492 -1.1 -1.1 -1.0
```
Forces are in eV/Å.

=====

Number 1: maximum force 3.00 eV Å⁻¹, E -8762.3230 eV. Number 2: maximum force 8.37 eV Å⁻¹, E -9401.7067 eV. Number 3: maximum force 0.58 eV Å⁻¹, E -124898.7463 eV. Number 4: maximum force 3.42 eV Å⁻¹, E -88020.1227 eV.